Record 1
{"formula": "C24H61FNO12PS", "method": "the ωB97M-V functional and the def2-TZVPD basis", "total_energy_ev": -74772.26625, "orbital_gap_ev": 7.93, "fmax_ev_per_a": 10.03, "species": ["C", "C", "C", "N", "P", "O", "O", "O", "S", "O", "O", "F", "H", "H", "H", "H", "H", "C", "C", "C", "O", "H", "H", "H", "H", "H", "H", "H", "H", "C", "C", "C", "O", "H", "H", "H", "H", "H", "H", "H", "H", "C", "C", "C", "O", "H", "H", "H", "H", "H", "H", "H", "H", "C", "C", "C", "O", "H", "H", "H", "H", "H", "H", "H", "H", "C", "C", "C", "O", "H", "H", "H", "H", "H", "H", "H", "H", "C", "C", "C", "O", "H", "H", "H", "H", "H", "H", "H", "H", "C", "C", "C", "O", "H", "H", "H", "H", "H", "H", "H", "H"], "coordinates": [[-2.19061, 3.69026, -4.89354], [-2.30809, 2.28241, -4.68985], [-2.57353, 0.81608, -3.94061], [-1.72283, 0.60052, -2.71023], [-1.48155, 2.08265, -1.75181], [-2.89778, 2.79749, -1.50797], [-0.26615, 3.17158, -2.36571], [-0.93310, 1.61973, -0.12764], [-0.23689, -0.25171, -3.04184], [0.53563, 0.26817, -4.27802], [-0.63818, -1.75396, -3.30715], [0.78744, -0.30937, -1.63368], [-1.95968, 4.86205, -4.89753], [-2.29050, -0.00807, -4.73619], [-3.69698, 0.74889, -3.59954], [0.58939, 3.12658, -1.83958], [-1.08803, 2.41978, 0.48561], [-0.79929, 1.13646, 4.64152], [-0.43641, 0.49843, 3.31009], [0.55817, -0.63692, 3.49232], [0.12695, 1.48641, 2.45102], [0.08609, 1.56352, 5.12579], [-1.50619, 1.95983, 4.49371], [-1.24999, 0.40527, 5.31983], [-1.34228, 0.11985, 2.82429], [1.49170, -0.27280, 3.93578], [0.81962, -1.07857, 2.52476], [0.14823, -1.42134, 4.13614], [0.93195, 1.82826, 2.87434], [3.84328, 2.87442, -3.70442], [2.58633, 3.59961, -4.15791], [2.83121, 4.38757, -5.43484], [2.15694, 4.48830, -3.12962], [4.64995, 3.58458, -3.49051], [3.65549, 2.32163, -2.77778], [4.19035, 2.17106, -4.46776], [1.78172, 2.87448, -4.32138], [3.60194, 5.15141, -5.28234], [1.92152, 4.91418, -5.74259], [3.14791, 3.72963, -6.25013], [2.86524, 5.13584, -2.97767], [3.06058, 5.08314, 1.56314], [1.61831, 5.56306, 1.53150], [1.18981, 6.12009, 2.87966], [0.76675, 4.47637, 1.17730], [3.18998, 4.27853, 2.29571], [3.35130, 4.67360, 0.58987], [3.74298, 5.90017, 1.81742], [1.50360, 6.33369, 0.76151], [1.25282, 5.35229, 3.65892], [0.14605, 6.45021, 2.84555], [1.81606, 6.96824, 3.17347], [0.86201, 3.78717, 1.85555], [-4.52328, -0.84016, -0.06262], [-4.33558, -2.10515, -0.88482], [-3.35728, -3.05926, -0.21846], [-3.85013, -1.75912, -2.17947], [-3.57630, -0.29981, 0.04706], [-5.22031, -0.15758, -0.56035], [-4.91111, -1.07130, 0.93439], [-5.30179, -2.60336, -1.01955], [-2.36894, -2.59767, -0.11432], [-3.22252, -3.95963, -0.82735], [-3.71009, -3.35701, 0.77388], [-2.99235, -1.31614, -2.06970], [0.64199, -1.05525, -8.96154], [-0.43753, -0.01036, -8.72853], [0.16391, 1.33095, -8.34046], [-1.30894, -0.45480, -7.69189], [1.22979, -1.22122, -8.05174], [0.19408, -2.01851, -9.22799], [1.32000, -0.75003, -9.76467], [-1.04006, 0.10512, -9.63602], [0.73471, 1.24966, -7.40864], [-0.62502, 2.06985, -8.16385], [0.82758, 1.70780, -9.12493], [-0.78250, -0.56010, -6.88203], [-2.16414, -4.92005, 6.23765], [-1.97327, -3.80405, 5.22297], [-2.32109, -4.26745, 3.81738], [-0.61765, -3.36489, 5.25351], [-1.51118, -5.77071, 6.01221], [-1.89831, -4.57585, 7.24282], [-3.20129, -5.26937, 6.24983], [-2.60107, -2.94841, 5.49441], [-1.67372, -5.09493, 3.50605], [-2.16721, -3.45777, 3.09606], [-3.36296, -4.59719, 3.75690], [-0.05278, -4.11823, 5.01373], [4.00281, -5.91980, 6.09677], [2.56054, -5.43988, 6.06513], [2.13205, -4.88286, 7.41329], [1.70898, -6.52657, 5.71093], [4.13222, -6.72441, 6.82933], [4.29353, -6.32935, 5.12350], [4.68522, -5.10277, 6.35104], [2.44583, -4.66925, 5.29513], [2.19505, -5.65066, 8.19255], [1.08829, -4.55273, 7.37918], [2.75829, -4.03471, 7.70710], [1.80425, -7.21577, 6.38917]], "forces_ev_per_angstrom": [[-0.48, -9.75, 2.31], [0.61, 9.70, 0.02], [-0.46, 1.19, -2.69], [2.63, 1.28, 1.25], [-3.45, 5.18, 4.50], [5.44, -2.97, -1.80], [-1.42, -3.19, 1.74], [-0.69, 1.40, -3.21], [1.90, -6.24, -5.71], [-2.51, -0.63, 5.35], [1.19, 6.22, 2.09], [-2.67, 1.00, -2.79], [-0.64, -3.42, -0.29], [-0.80, 1.57, 1.82], [2.41, 0.15, -0.65], [-1.26, 0.08, -0.67], [0.24, -1.48, -1.45], [-0.35, 0.14, 0.08], [0.47, -0.12, 0.60], [-0.05, -0.32, -0.17], [0.16, 0.58, -0.27], [0.02, -0.17, -0.03], [0.03, -0.15, -0.01], [0.09, 0.09, -0.05], [0.17, 0.21, -0.14], [-0.11, 0.07, 0.09], [-0.11, 0.06, 0.09], [0.09, 0.09, -0.07], [-0.31, -0.39, -0.04], [0.02, -0.30, 0.13], [0.57, 0.18, -0.22], [-0.24, 0.06, -0.25], [-0.12, 0.16, 0.36], [-0.05, 0.01, -0.15], [-0.02, 0.00, -0.16], [-0.01, 0.07, 0.11], [-0.03, 0.21, 0.18], [0.06, -0.15, 0.03], [0.09, -0.16, 0.03], [-0.02, 0.10, 0.07], [-0.29, -0.30, -0.08], [0.24, 0.04, -0.29], [0.18, -0.29, 0.52], [-0.23, 0.29, 0.05], [-0.15, -0.24, -0.16], [-0.06, 0.13, 0.07], [-0.06, 0.12, 0.09], [-0.04, -0.12, 0.00], [-0.13, -0.24, 0.01], [0.14, 0.02, -0.08], [0.18, 0.00, -0.05], [-0.07, -0.10, 0.02], [-0.12, 0.29, -0.29], [-0.28, 0.18, 0.03], [0.53, 0.29, 0.28], [0.00, -0.37, -0.01], [-0.05, 0.12, -0.29], [0.01, -0.12, 0.04], [0.06, -0.13, 0.09], [0.05, 0.06, -0.07], [0.15, 0.09, -0.20], [-0.11, 0.09, 0.05], [-0.08, 0.12, 0.09], [0.06, 0.02, -0.07], [-0.29, -0.32, 0.04], [0.01, -0.28, -0.24], [0.53, 0.01, 0.46], [-0.11, 0.35, -0.09], [-0.25, -0.08, 0.19], [-0.02, 0.16, -0.05], [0.03, 0.17, -0.02], [-0.03, -0.05, 0.09], [-0.10, -0.08, 0.25], [0.03, -0.11, -0.10], [0.09, -0.12, -0.08], [-0.03, -0.02, 0.09], [-0.09, 0.05, -0.37], [-0.10, -0.01, 0.33], [0.14, -0.67, -0.17], [-0.14, 0.19, -0.26], [0.27, 0.15, 0.06], [-0.08, 0.07, -0.13], [-0.10, 0.02, -0.13], [0.11, 0.01, 0.01], [0.27, 0.02, -0.01], [-0.09, -0.01, 0.15], [-0.08, -0.06, 0.12], [0.11, 0.01, -0.03], [-0.27, 0.20, 0.10], [0.25, 0.04, -0.30], [0.25, -0.34, 0.65], [-0.24, 0.29, 0.07], [-0.25, -0.15, -0.15], [-0.07, 0.15, 0.06], [-0.05, 0.13, 0.11], [-0.04, -0.12, 0.00], [-0.11, -0.21, -0.02], [0.15, 0.02, -0.09], [0.16, 0.04, -0.05], [-0.08, -0.10, 0.01], [-0.03, 0.33, -0.29]]}

=====

Record 2
{"formula": "C24H62BrN4O8S2", "method": "the ωB97M-V functional and the def2-TZVPD basis", "total_energy_ev": -139933.81277, "orbital_gap_ev": 5.19, "fmax_ev_per_a": 1.12, "total_charge": 1, "species": ["S", "S", "Br", "H", "H", "C", "O", "C", "C", "N", "C", "C", "O", "C", "H", "H", "H", "H", "H", "H", "H", "H", "H", "H", "H", "H", "H", "H", "H", "C", "O", "C", "C", "N", "C", "C", "O", "C", "H", "H", "H", "H", "H", "H", "H", "H", "H", "H", "H", "H", "H", "H", "H", "C", "O", "C", "C", "N", "C", "C", "O", "C", "H", "H", "H", "H", "H", "H", "H", "H", "H", "H", "H", "H", "H", "H", "H", "C", "O", "C", "C", "N", "C", "C", "O", "C", "H", "H", "H", "H", "H", "H", "H", "H", "H", "H", "H", "H", "H", "H", "H"], "coordinates": [[0.37447, 1.71257, -2.24641], [0.61727, 3.31894, -1.00323], [-0.14034, 2.68294, 0.90642], [-0.75633, 1.10450, -1.70282], [1.99983, 3.17990, -0.81116], [-5.04216, -2.98272, 1.06346], [-3.70250, -2.95621, 1.51714], [-2.94430, -4.11478, 1.17804], [-1.80122, -3.73414, 0.26857], [-2.30213, -3.29532, -1.02710], [-1.30929, -2.71633, -1.91220], [-0.63928, -1.42408, -1.46714], [-1.54166, -0.30588, -1.39319], [-2.21773, -0.17227, -0.13701], [-5.52685, -2.08550, 1.44373], [-5.11299, -2.99390, -0.03068], [-5.57596, -3.85711, 1.44660], [-3.58139, -4.86565, 0.70467], [-2.54824, -4.54836, 2.09922], [-1.14564, -4.59700, 0.12416], [-1.21832, -2.95828, 0.79019], [-3.05278, -2.63379, -0.87768], [-1.77927, -2.53570, -2.88184], [-0.51610, -3.45202, -2.07687], [0.11650, -1.16757, -2.21578], [-0.12392, -1.53039, -0.50667], [-1.55950, -0.47024, 0.68159], [-3.11866, -0.78150, -0.09243], [-2.50782, 0.87105, -0.01667], [6.99317, 0.41202, 1.80365], [7.26285, 0.79866, 0.47089], [7.06152, -0.22298, -0.49689], [5.98117, 0.19368, -1.46566], [4.69053, 0.26800, -0.78991], [3.62561, 0.85425, -1.57988], [3.71356, 2.31814, -1.97716], [3.51245, 3.21813, -0.88655], [4.66341, 3.60817, -0.13090], [7.25130, 1.25693, 2.43856], [5.93788, 0.15555, 1.95810], [7.59977, -0.44775, 2.10173], [6.79562, -1.16344, -0.00628], [7.99448, -0.37405, -1.04546], [5.91765, -0.53450, -2.27866], [6.29073, 1.15426, -1.90369], [4.81108, 0.79805, 0.06554], [2.69091, 0.73399, -1.02354], [3.52516, 0.26763, -2.49873], [2.87958, 2.54655, -2.65007], [4.62544, 2.54475, -2.53448], [5.54198, 3.63303, -0.77510], [4.85173, 2.92806, 0.70041], [4.47669, 4.60590, 0.25969], [-2.27923, -5.66414, 7.54499], [-2.93404, -6.90305, 7.38722], [-4.33236, -6.87203, 7.64765], [-5.11173, -7.20626, 6.39849], [-4.96361, -6.15643, 5.40138], [-5.53683, -6.46325, 4.09891], [-4.92474, -7.60688, 3.30179], [-3.59581, -7.35987, 2.87925], [-2.57727, -7.74578, 3.78201], [-1.21766, -5.84201, 7.38284], [-2.62995, -4.91268, 6.82718], [-2.41721, -5.26234, 8.55408], [-4.62290, -5.88640, 8.02321], [-4.55428, -7.61303, 8.42029], [-6.17052, -7.30351, 6.65584], [-4.76609, -8.18927, 6.04617], [-3.97740, -5.95442, 5.29139], [-5.47074, -5.55991, 3.48536], [-6.60221, -6.67666, 4.23464], [-5.51578, -7.72792, 2.39015], [-4.97108, -8.55928, 3.84309], [-2.87324, -8.62186, 4.36537], [-2.30389, -6.94742, 4.47907], [-1.69700, -7.99954, 3.19146], [-0.38796, 9.40516, -6.52226], [-0.12848, 9.40785, -5.13193], [-0.96685, 8.55712, -4.36737], [-0.14392, 7.47964, -3.69937], [0.40412, 6.56213, -4.68748], [1.35918, 5.60056, -4.17165], [2.67633, 6.11576, -3.60013], [3.52189, 6.69476, -4.56123], [3.35424, 8.08528, -4.78562], [0.27491, 10.14233, -6.96952], [-0.19647, 8.42767, -6.97938], [-1.42318, 9.68746, -6.73533], [-1.73705, 8.10894, -5.00203], [-1.46246, 9.15700, -3.59870], [-0.78352, 6.91704, -3.01034], [0.62940, 7.98283, -3.10037], [0.84392, 7.10345, -5.42234], [1.59866, 4.90116, -4.97749], [0.85871, 5.01541, -3.38649], [3.22105, 5.25222, -3.19704], [2.51328, 6.81150, -2.76558], [3.04346, 8.59804, -3.87097], [2.62038, 8.29716, -5.56740], [4.31802, 8.47924, -5.10230]], "forces_ev_per_angstrom": [[0.22, -0.04, -0.55], [-1.02, 0.31, -0.35], [0.15, -0.07, 0.45], [-0.11, -0.17, 0.05], [0.70, 0.21, 0.45], [-0.05, -0.05, 0.09], [0.03, 0.09, -0.18], [-0.05, -0.13, 0.15], [0.03, 0.10, -0.06], [0.07, 0.12, 0.12], [-0.15, -0.03, -0.04], [0.15, -0.03, -0.04], [-0.15, 0.06, 0.28], [-0.08, -0.08, 0.00], [-0.01, 0.01, -0.01], [0.03, -0.01, 0.01], [-0.01, 0.00, 0.01], [0.02, -0.01, -0.03], [-0.04, -0.01, 0.00], [-0.01, -0.01, -0.01], [0.04, -0.06, 0.00], [-0.08, -0.08, -0.08], [0.01, 0.00, 0.00], [0.01, 0.00, 0.00], [-0.05, 0.10, 0.01], [-0.05, 0.00, -0.01], [-0.02, 0.04, 0.03], [0.03, -0.02, -0.02], [0.03, 0.01, -0.07], [0.09, -0.05, 0.04], [-0.19, 0.10, -0.03], [0.12, -0.10, 0.05], [-0.04, 0.09, -0.04], [0.14, 0.33, 0.01], [-0.12, -0.26, 0.17], [-0.04, -0.19, -0.53], [0.10, -0.07, -0.06], [0.13, 0.10, 0.25], [0.00, 0.00, 0.01], [0.01, -0.01, -0.04], [0.01, 0.00, 0.00], [-0.04, -0.01, -0.04], [0.02, 0.00, 0.05], [-0.02, -0.01, 0.01], [0.01, -0.03, -0.05], [-0.01, -0.07, 0.05], [0.02, -0.13, -0.02], [-0.06, 0.03, -0.02], [0.18, -0.12, -0.19], [0.07, 0.20, 0.25], [-0.05, -0.01, -0.04], [-0.04, -0.05, -0.05], [-0.02, 0.00, -0.02], [0.02, 0.01, 0.07], [-0.01, 0.00, -0.14], [-0.02, 0.04, 0.14], [0.01, -0.04, -0.11], [0.12, -0.07, 0.00], [-0.05, 0.10, 0.03], [-0.06, -0.09, -0.04], [0.07, 0.13, -0.02], [0.02, -0.05, -0.04], [0.01, 0.01, -0.01], [-0.03, -0.02, 0.01], [0.01, 0.00, 0.01], [-0.04, 0.00, -0.02], [0.04, 0.01, 0.01], [-0.01, 0.00, -0.01], [-0.04, -0.01, 0.02], [-0.01, 0.03, -0.01], [-0.01, 0.00, 0.01], [-0.01, 0.00, 0.00], [0.03, -0.02, -0.01], [0.01, 0.04, 0.05], [0.02, -0.01, 0.01], [-0.05, -0.01, 0.02], [0.00, -0.01, 0.00], [-0.06, 0.06, 0.00], [0.13, -0.08, -0.02], [-0.13, 0.04, -0.01], [0.10, -0.03, 0.03], [0.09, 0.15, 0.04], [-0.03, -0.15, -0.07], [-0.01, -0.02, 0.14], [0.04, 0.00, -0.09], [0.02, 0.01, 0.03], [0.01, 0.00, -0.01], [-0.01, -0.01, 0.03], [0.00, 0.01, 0.00], [0.01, -0.04, 0.02], [0.00, 0.03, -0.04], [0.00, -0.01, 0.00], [-0.03, -0.02, 0.03], [-0.03, -0.04, -0.05], [0.01, 0.00, 0.01], [-0.04, -0.01, 0.03], [-0.01, 0.03, 0.01], [-0.03, 0.01, -0.04], [0.01, 0.02, 0.00], [-0.03, -0.02, 0.03], [0.00, 0.00, 0.00]]}